Here is a structure of composition C22H24AlBBr2CaCl3F5LiMgN4O6 at a distorted geometry from the Open Molecules 2025 dataset. Energies are from the ωB97M-V functional and the def2-TZVPD basis.

## Properties
Lowest unoccupied orbital energy   -7.12 eV
2S+1   1
HOMO-LUMO gap   1.10 eV
DFT total energy   -264028.5621 eV
Total charge   +1

Each line ends with the Mulliken charge.
Cartesian coordinates (Å):
C  -3.726  1.871  3.006  -1.217
C  -3.085  0.836  1.971  0.242
C  -3.273  -0.652  2.208  -0.091
C  -2.660  -1.645  1.133  -1.352
C  -1.869  -1.149  -0.134  -0.798
C  -1.703  0.338  -0.323  0.482
C  -0.985  1.036  -1.535  -0.635
C  0.489  0.556  -1.791  0.678
C  1.562  0.531  -0.690  0.303
C  1.223  0.949  0.805  -0.096
O  0.936  0.017  1.543  -0.460
O  1.284  2.250  1.267  -0.494
C  2.997  0.106  -0.965  0.533
C  4.130  0.106  0.096  0.087
C  4.363  1.331  0.953  -0.238
C  5.516  1.121  1.875  -0.531
C  6.252  -0.174  1.859  -0.170
N  6.050  -1.346  1.124  -0.500
C  4.974  -1.103  0.278  -0.414
C  3.307  -0.332  -2.383  -0.259
N  2.325  -0.323  -3.382  0.580
F  2.675  -0.731  -4.621  -0.188
C  0.976  0.097  -3.163  -0.652
B  0.008  0.026  -4.481  0.356
O  -0.889  -1.046  -4.688  -0.550
N  0.067  1.108  -5.525  -0.008
C  0.768  0.620  -6.764  -0.876
C  0.949  2.244  -5.011  -0.210
C  -2.322  1.279  0.744  -0.474
H  -3.404  1.630  4.059  0.353
H  -4.862  1.777  2.944  0.298
H  -3.433  2.926  2.701  0.358
H  -3.872  -0.967  3.152  0.613
H  -2.844  -2.752  1.324  1.131
H  -1.439  -1.877  -0.871  0.685
H  -1.673  0.955  -2.430  0.273
H  -0.922  2.152  -1.299  0.407
H  1.003  2.176  2.210  0.447
H  3.762  2.276  0.900  0.497
H  5.833  1.941  2.580  0.310
H  7.140  -0.231  2.567  0.378
H  4.723  -1.978  -0.408  0.325
H  4.351  -0.675  -2.665  0.586
H  -1.779  -0.719  -4.938  0.325
H  1.895  0.663  -6.690  0.289
H  0.473  1.251  -7.669  0.251
H  0.486  -0.465  -6.973  0.342
H  2.030  1.924  -4.928  0.314
H  0.897  3.079  -5.827  -0.618
H  0.536  2.704  -4.065  0.408
H  -2.199  2.391  0.597  0.205
F  -3.932  -2.406  4.696  -0.340
Al  -3.393  -4.095  4.846  0.802
F  -2.370  -4.282  6.258  -0.413
F  -2.494  -4.528  3.389  -0.429
F  -4.805  -5.142  4.982  -0.401
C  -7.976  -3.303  4.382  -0.195
Cl  -6.942  -2.994  2.972  -0.109
Cl  -8.787  -1.841  4.917  -0.077
H  -8.729  -4.044  4.110  0.350
H  -7.318  -3.691  5.204  0.176
Mg  -5.160  -1.843  1.766  0.950
Cl  -1.060  -2.347  3.276  -0.147
N  8.755  2.694  2.271  0.999
O  9.915  3.118  2.198  -0.626
O  8.510  1.641  2.898  -0.604
O  7.822  3.317  1.718  -0.622
Li  -0.495  3.207  -6.418  0.697
Br  -3.790  -2.376  -1.029  -0.337
Ca  1.366  5.716  -6.641  0.456
Br  -6.155  -2.904  6.527  -0.354